Record 1
{
  "formula": "C18H36CoO2PS2Si2Te",
  "method": "ωB97M-V/def2-TZVPD",
  "symbols": ["Co", "C", "Si", "C", "C", "C", "C", "C", "C", "C", "Si", "C", "C", "H", "H", "H", "H", "H", "H", "H", "H", "H", "H", "H", "H", "H", "H", "H", "H", "C", "C", "C", "O", "P", "S", "S", "O", "C", "C", "C", "H", "H", "H", "H", "H", "H", "H", "H", "H", "H", "H", "H", "H", "H", "C", "Te", "C", "H", "H", "H", "H", "H", "H"],
  "positions_angstrom": [[0.412, 0.052, -0.829], [2.098, 2.232, 1.282], [1.662, 1.934, -0.485], [3.384, 2.131, -1.323], [0.530, 3.311, -1.145], [0.457, 4.570, -0.564], [-0.444, 5.508, -1.016], [-1.261, 5.218, -2.129], [-1.191, 3.944, -2.728], [-0.334, 3.007, -2.179], [-0.419, 1.143, -2.571], [0.240, 0.977, -4.372], [-2.217, 0.700, -2.813], [2.434, 3.255, 1.506], [2.893, 1.570, 1.658], [1.298, 2.056, 1.990], [3.819, 3.000, -0.825], [3.325, 2.380, -2.386], [4.055, 1.250, -1.341], [1.051, 4.719, 0.357], [-0.476, 6.469, -0.507], [-1.897, 6.062, -2.398], [-1.754, 3.707, -3.653], [-0.288, 1.620, -5.074], [0.148, -0.072, -4.695], [1.292, 1.293, -4.374], [-2.539, 1.092, -3.786], [-2.867, 1.139, -2.037], [-2.433, -0.348, -2.829], [-1.129, -4.954, 2.240], [-1.509, -3.982, 1.171], [-2.862, -3.398, 1.340], [-0.475, -2.945, 1.084], [-0.308, -1.493, 1.664], [1.577, -1.158, 2.078], [-1.441, -0.381, 0.315], [-1.218, -1.370, 2.951], [-1.254, -1.052, 4.353], [-1.807, 0.366, 4.397], [0.078, -1.182, 4.999], [-1.893, -5.722, 2.285], [-1.152, -4.436, 3.221], [-0.178, -5.435, 2.128], [-1.410, -4.490, 0.195], [-3.079, -3.003, 2.318], [-3.576, -4.227, 1.168], [-3.059, -2.606, 0.585], [-1.932, -1.799, 4.778], [-1.040, 1.053, 4.076], [-2.059, 0.525, 5.474], [-2.746, 0.458, 3.861], [0.655, -0.235, 4.951], [0.691, -2.036, 4.626], [-0.146, -1.373, 6.027], [3.163, -1.154, -3.347], [2.418, -1.248, -1.261], [1.360, -3.094, -1.803], [2.599, -0.395, -3.876], [3.034, -2.120, -3.809], [4.230, -0.909, -3.285], [1.823, -3.517, -2.684], [0.326, -2.796, -1.974], [1.341, -3.813, -0.987]],
  "orbital_gap_ev": [6.463, 7.318],
  "spin_multiplicity": 5,
  "relative_energy_kcal_mol": 11.28,
  "charge": 0,
  "energy_ev": -114979.6781,
  "lumo_energy_ev": [0.27, -1.08],
  "e_homo_ha": [-0.2275, -0.3084]
}

***

Record 2
{
  "formula": "C17H32N4O5PReS2",
  "method": "ωB97M-V/def2-TZVPD",
  "symbols": ["Re", "C", "S", "C", "S", "N", "N", "C", "C", "C", "C", "C", "C", "N", "H", "H", "H", "H", "H", "H", "H", "H", "N", "H", "H", "H", "C", "C", "C", "C", "O", "P", "O", "O", "O", "C", "C", "C", "C", "H", "H", "H", "H", "H", "H", "H", "H", "H", "H", "H", "H", "H", "H", "H", "H", "H", "H", "C", "O", "H", "H", "H"],
  "positions_angstrom": [[-0.249, 2.039, 0.484], [2.380, 1.482, 5.105], [3.308, 2.116, 3.692], [2.115, 2.242, 2.451], [0.415, 1.979, 2.793], [2.618, 2.591, 1.296], [1.702, 2.659, 0.288], [2.105, 3.062, -0.868], [1.135, 2.985, -1.954], [1.414, 3.342, -3.259], [0.446, 3.140, -4.234], [-0.771, 2.580, -3.884], [-1.003, 2.264, -2.559], [-0.080, 2.484, -1.617], [3.061, 1.551, 5.950], [2.105, 0.443, 4.936], [1.500, 2.087, 5.303], [3.135, 3.369, -1.011], [2.384, 3.758, -3.499], [0.652, 3.405, -5.263], [-1.533, 2.381, -4.624], [-1.923, 1.799, -2.228], [-0.972, 4.172, 0.823], [-0.547, 4.553, 1.663], [-1.970, 4.100, 0.993], [-0.822, 4.834, 0.070], [1.520, -2.551, -3.467], [0.826, -2.824, -2.144], [1.705, -3.690, -1.256], [-0.543, -3.442, -2.380], [0.698, -1.488, -1.542], [-0.290, -0.948, -0.444], [-1.576, -0.452, -0.973], [0.549, 0.232, 0.191], [-0.359, -2.156, 0.557], [-0.933, -2.341, 1.883], [-1.323, -3.810, 1.934], [0.163, -2.037, 2.893], [-2.150, -1.453, 2.082], [1.714, -3.492, -3.984], [2.470, -2.041, -3.295], [0.894, -1.922, -4.103], [1.894, -4.643, -1.752], [1.222, -3.883, -0.300], [2.659, -3.193, -1.075], [-0.428, -4.364, -2.949], [-1.177, -2.757, -2.946], [-1.039, -3.679, -1.438], [-0.459, -4.439, 1.712], [-2.107, -4.023, 1.205], [-1.693, -4.061, 2.930], [0.990, -2.740, 2.777], [-0.232, -2.117, 3.908], [0.540, -1.025, 2.739], [-2.876, -1.615, 1.282], [-1.869, -0.397, 2.083], [-2.619, -1.688, 3.038], [-3.409, 1.513, 0.376], [-2.090, 1.723, 0.852], [-3.725, 2.335, -0.276], [-4.093, 1.466, 1.220], [-3.460, 0.583, -0.185]],
  "orbital_gap_ev": [7.120, 6.907],
  "spin_multiplicity": 4,
  "relative_energy_kcal_mol": 0.34,
  "charge": 1,
  "energy_ev": -67434.9189,
  "lumo_energy_ev": [-4.17, -4.56],
  "e_homo_ha": [-0.4149, -0.4214]
}

***

Record 3
{
  "formula": "C3H9BO2S",
  "method": "ωB97M-V/def2-TZVPD",
  "symbols": ["C", "C", "S", "C", "B", "O", "O", "H", "H", "H", "H", "H", "H", "H", "H", "H"],
  "positions_angstrom": [[0.540, -1.234, -2.086], [0.187, -0.954, -0.632], [-0.690, -2.203, 0.388], [-0.768, 0.582, -0.174], [-0.177, 1.330, 1.123], [-0.074, 0.494, 2.330], [0.210, 2.608, 1.033], [-0.269, -1.791, -2.638], [0.626, -0.177, -2.482], [1.587, -1.704, -2.075], [1.071, -0.772, -0.015], [-0.714, -1.462, 1.373], [-1.665, 0.089, -0.003], [-0.846, 1.305, -0.907], [0.530, 0.789, 2.999], [0.453, 3.100, 1.769]],
  "orbital_gap_ev": 8.653,
  "relative_energy_kcal_mol": 25.89,
  "charge": 0,
  "energy_ev": -18864.5173,
  "lumo_energy_ev": 0.20,
  "e_homo_ha": -0.3105,
  "smiles": "C[C@H](S)CB(O)O"
}

***

What did the third record say?
{
  "formula": "C3H9BO2S",
  "method": "ωB97M-V/def2-TZVPD",
  "symbols": ["C", "C", "S", "C", "B", "O", "O", "H", "H", "H", "H", "H", "H", "H", "H", "H"],
  "positions_angstrom": [[0.540, -1.234, -2.086], [0.187, -0.954, -0.632], [-0.690, -2.203, 0.388], [-0.768, 0.582, -0.174], [-0.177, 1.330, 1.123], [-0.074, 0.494, 2.330], [0.210, 2.608, 1.033], [-0.269, -1.791, -2.638], [0.626, -0.177, -2.482], [1.587, -1.704, -2.075], [1.071, -0.772, -0.015], [-0.714, -1.462, 1.373], [-1.665, 0.089, -0.003], [-0.846, 1.305, -0.907], [0.530, 0.789, 2.999], [0.453, 3.100, 1.769]],
  "orbital_gap_ev": 8.653,
  "relative_energy_kcal_mol": 25.89,
  "charge": 0,
  "energy_ev": -18864.5173,
  "lumo_energy_ev": 0.20,
  "e_homo_ha": -0.3105,
  "smiles": "C[C@H](S)CB(O)O"
}